[1]
{
  "formula": "C2H6OS2",
  "method": "ωB97M-V/def2-TZVPD",
  "elements": ["C", "C", "O", "S", "S", "H", "H", "H", "H", "H", "H"],
  "coordinates": [[-1.1315, -0.4508, 1.3080], [0.9677, 0.3548, -0.3463], [2.0674, 0.0779, -1.1561], [-0.2834, 1.1636, -1.3519], [0.4211, -1.0829, 0.5861], [-0.9697, 0.1981, 2.1936], [-1.7717, -1.3954, 1.6991], [-1.5544, 0.1717, 0.6010], [1.3431, 1.1823, 0.2865], [1.6664, -0.2917, -1.9814], [-0.7548, 0.0725, -1.8386]],
  "charge": 0,
  "e_lumo_ha": 0.02588,
  "de_lowest_kj_mol": 39.99,
  "gap_ev": 9.71
}

=====

[2]
{
  "formula": "C4H6ClF",
  "method": "ωB97M-V/def2-TZVPD",
  "elements": ["C", "C", "C", "C", "H", "H", "H", "H", "H", "H", "F", "Cl"],
  "coordinates": [[-0.1301, 1.5554, -0.8032], [0.0081, 0.3126, 0.0486], [1.0370, -0.5315, -0.5166], [2.2220, -0.7496, 0.0055], [0.6565, 2.2162, -0.5152], [-1.1049, 1.9985, -0.7209], [-0.0556, 1.2375, -1.8116], [0.8158, -0.7981, -1.5541], [3.0135, -1.1664, -0.5574], [2.1941, -0.4275, 1.0631], [0.1382, 0.7113, 1.3632], [-1.5050, -0.7637, -0.0341]],
  "charge": 0,
  "e_lumo_ha": 0.03411,
  "de_lowest_kj_mol": 39.97,
  "gap_ev": 11.17
}

=====

[3]
{
  "formula": "C42H40N4O2P2SiTc",
  "method": "ωB97M-V/def2-TZVPD",
  "elements": ["Tc", "O", "C", "N", "C", "O", "C", "C", "C", "C", "C", "N", "C", "C", "C", "C", "C", "N", "H", "H", "H", "H", "H", "H", "H", "H", "C", "N", "P", "C", "C", "C", "C", "C", "C", "C", "C", "C", "C", "C", "C", "P", "C", "C", "C", "C", "C", "C", "C", "C", "C", "C", "C", "C", "H", "H", "H", "H", "H", "H", "H", "H", "H", "H", "H", "H", "H", "H", "H", "H", "H", "H", "H", "H", "H", "H", "H", "C", "Si", "C", "C", "C", "C", "H", "H", "H", "H", "H", "H", "H", "H", "H"],
  "coordinates": [[-0.1071, 1.1598, 0.1710], [-1.8412, 4.3607, 2.1185], [-1.3667, 3.5780, 1.3466], [-0.4613, 2.5577, 1.6069], [0.0592, 2.3758, 2.8815], [-0.1442, 3.0415, 3.8578], [0.9279, 1.1548, 2.9673], [1.5212, 0.7581, 4.3335], [3.8356, -0.5843, 3.6784], [3.6087, -1.6449, 2.6414], [3.0719, -1.2867, 1.4873], [1.3398, 0.4892, 1.7301], [-1.7241, 3.6096, -0.1169], [-2.4735, 4.6451, -0.6406], [-2.6840, 4.6812, -2.0088], [-2.1306, 3.6871, -2.8049], [-1.4040, 2.6741, -2.2115], [-1.2227, 2.6258, -0.8810], [1.2438, 1.3819, 5.1699], [4.5662, -0.9240, 4.4098], [3.8386, -2.6758, 2.8784], [2.8568, -2.0002, 0.7007], [-2.8501, 5.4011, 0.0344], [-3.2565, 5.4836, -2.4544], [-2.2542, 3.6967, -3.8784], [-0.9470, 1.8825, -2.7883], [-0.2616, -3.1869, 0.7732], [-0.5932, -1.7636, 0.6122], [-0.9956, -0.6373, 1.8233], [-2.2842, -1.2489, 2.8922], [-3.5383, -0.6439, 2.7878], [-4.5857, -1.0870, 3.5794], [-4.3862, -2.1353, 4.4648], [-3.1427, -2.7493, 4.5653], [-2.0898, -2.3090, 3.7839], [0.5227, -0.2837, 2.7070], [1.1049, -0.6983, 4.0847], [2.5165, -0.3469, 4.4413], [4.2751, 0.7201, 3.0730], [3.7468, 1.0905, 1.9191], [2.7754, 0.1631, 1.2566], [-0.9574, -0.9225, -0.8140], [-2.7369, -1.0397, -1.0640], [-3.4844, -0.0346, -1.6699], [-4.8541, -0.1853, -1.8294], [-5.4863, -1.3342, -1.3784], [-4.7497, -2.3380, -0.7634], [-3.3815, -2.1943, -0.6071], [-0.1352, -1.7634, -2.1585], [1.2443, -1.9752, -2.1010], [1.8780, -2.6608, -3.1190], [1.1477, -3.1082, -4.2167], [-0.2167, -2.8781, -4.2902], [-0.8641, -2.2150, -3.2567], [-0.2616, -3.4260, 1.8351], [0.7296, -3.3915, 0.3717], [-0.9821, -3.8321, 0.2738], [-3.6925, 0.1744, 2.0935], [-5.5542, -0.6114, 3.5085], [-5.2039, -2.4789, 5.0841], [-2.9976, -3.5682, 5.2565], [-1.1255, -2.7951, 3.8682], [0.4886, -1.3048, 4.7303], [2.6263, -0.5609, 5.5011], [4.9590, 1.3528, 3.6235], [3.9736, 2.0358, 1.4436], [2.7305, 0.3693, 0.1945], [-3.0161, 0.8709, -2.0235], [-5.4276, 0.5999, -2.3034], [-6.5548, -1.4472, -1.5039], [-5.2411, -3.2329, -0.4067], [-2.8269, -2.9810, -0.1154], [1.8227, -1.5995, -1.2636], [2.9425, -2.8457, -3.0635], [1.6493, -3.6381, -5.0154], [-0.7827, -3.2278, -5.1427], [-1.9348, -2.0628, -3.3048], [2.8573, 3.2733, -4.2819], [3.3213, 1.6566, -3.4741], [3.2268, 0.2076, -4.6482], [4.9201, 1.7257, -2.5097], [1.9970, 1.3653, -2.1510], [1.1370, 1.2231, -1.2745], [3.5766, 3.5259, -5.0643], [2.8528, 4.0970, -3.5669], [1.8739, 3.2218, -4.7520], [3.8923, 0.3692, -5.4992], [2.2185, 0.0673, -5.0412], [3.5361, -0.7199, -4.1658], [5.7706, 1.8795, -3.1777], [5.1045, 0.7973, -1.9658], [4.9243, 2.5484, -1.7932]],
  "charge": 2,
  "spin_multiplicity": 4,
  "e_lumo_ha": [-0.21044, -0.27439],
  "de_lowest_kj_mol": 527.89,
  "s2": 3.810,
  "gap_ev": [7.87, 6.86]
}

=====

[4]
{
  "formula": "C33H62F7N3O12S9",
  "method": "ωB97M-V/def2-TZVPD",
  "elements": ["C", "C", "C", "O", "C", "C", "C", "C", "C", "C", "C", "C", "C", "S", "C", "N", "N", "C", "O", "C", "O", "O", "C", "S", "O", "O", "C", "F", "F", "C", "F", "F", "C", "F", "F", "F", "C", "N", "C", "S", "H", "H", "H", "H", "H", "H", "H", "H", "H", "H", "H", "H", "H", "H", "H", "H", "H", "H", "H", "H", "H", "H", "H", "H", "H", "H", "C", "S", "O", "C", "H", "H", "H", "H", "H", "H", "C", "S", "O", "C", "H", "H", "H", "H", "H", "H", "C", "S", "O", "C", "H", "H", "H", "H", "H", "H", "C", "S", "O", "C", "H", "H", "H", "H", "H", "H", "C", "S", "O", "C", "H", "H", "H", "H", "H", "H", "C", "S", "O", "C", "H", "H", "H", "H", "H", "H"],
  "coordinates": [[1.4319, -5.2351, 6.5452], [0.0691, -4.5209, 6.5178], [-0.4996, -4.3517, 5.1314], [0.1704, -3.2945, 4.4454], [-0.4635, -2.9555, 3.2331], [0.4094, -3.1813, 1.9960], [-0.5085, -3.2749, 0.7776], [-1.7118, -2.3163, 0.7673], [-2.0970, -1.8441, -0.6541], [-1.1132, -0.8485, -1.2690], [-1.7840, -0.0411, -2.4043], [-1.2656, 1.3870, -2.4741], [0.1496, 1.4832, -3.0613], [-0.0091, 2.3835, -4.6333], [1.5127, 2.1877, -5.4471], [1.6145, 1.7833, -6.6506], [2.9349, 1.7445, -6.9465], [3.5599, 2.1196, -5.9125], [2.7253, 2.4248, -4.9309], [1.2683, -4.4163, 2.2905], [0.9823, -5.5499, 2.1487], [2.5040, -4.0349, 2.7677], [2.8221, -2.6934, 2.4904], [3.3572, -2.0503, 4.1417], [4.7886, -2.1918, 4.1481], [2.7557, -2.7753, 5.2066], [3.0740, -0.2264, 4.3704], [3.1696, 0.4017, 3.1859], [4.0860, 0.2177, 5.1085], [1.7244, 0.1755, 5.0075], [0.7005, -0.3761, 4.3525], [1.6258, 1.5125, 4.8324], [1.5726, -0.1131, 6.5615], [2.6667, -0.6288, 7.1110], [0.5657, -0.9893, 6.7331], [1.2160, 1.0115, 7.1798], [1.5732, -2.2283, 1.7406], [1.2931, -0.7561, 1.6130], [1.9295, -0.2638, 0.7255], [2.8530, 0.3957, -0.3383], [1.6573, -5.6280, 5.5592], [2.2302, -4.5835, 6.8642], [1.3910, -6.0714, 7.2346], [-0.6398, -5.1596, 7.0423], [0.0753, -3.5791, 7.0537], [-0.3553, -5.2819, 4.5780], [-1.5633, -4.1182, 5.2079], [-1.3372, -3.5963, 3.1116], [-0.8466, -1.9425, 3.3014], [0.0346, -3.1941, -0.1604], [-0.9101, -4.2868, 0.7823], [-1.5249, -1.4057, 1.3239], [-2.5873, -2.8148, 1.1677], [-2.3069, -2.6839, -1.3128], [-3.0138, -1.2766, -0.5126], [-0.8739, -0.1329, -0.4853], [-0.1946, -1.3259, -1.6032], [-1.6448, -0.5320, -3.3616], [-2.8531, -0.0179, -2.2271], [-1.2820, 1.8427, -1.4909], [-1.9461, 1.9440, -3.1170], [0.6046, 0.5087, -3.1912], [0.7759, 2.0630, -2.3975], [4.6208, 2.2003, -5.8371], [3.6828, -2.7027, 1.8356], [1.8363, -2.5204, 0.7220], [-6.3022, -5.3674, 0.5910], [-5.4499, -3.7999, 0.3798], [-4.5770, -3.5923, 1.5645], [-6.9029, -2.7655, 0.5929], [-5.5615, -6.1621, 0.5348], [-6.7939, -5.3913, 1.5635], [-7.0319, -5.4911, -0.2088], [-7.3518, -2.9574, 1.5675], [-7.6160, -2.9756, -0.2039], [-6.5857, -1.7266, 0.5337], [-2.4114, 3.6262, -9.5175], [-1.6805, 3.0924, -7.9627], [-2.6927, 2.2460, -7.2712], [-1.7118, 4.6983, -7.1602], [-2.5166, 2.7420, -10.1449], [-3.3872, 4.0707, -9.3384], [-1.7564, 4.3456, -10.0030], [-2.7341, 5.0717, -7.1254], [-1.0770, 5.3905, -7.7109], [-1.3290, 4.5696, -6.1489], [-5.7000, -1.3018, -5.1186], [-4.8424, 0.1833, -5.6691], [-3.9059, 0.5552, -4.5783], [-6.2593, 1.2797, -5.5377], [-4.9750, -2.1123, -5.0868], [-6.1166, -1.1420, -4.1232], [-6.4912, -1.5474, -5.8274], [-6.6413, 1.2695, -4.5161], [-7.0320, 0.9602, -6.2373], [-5.9237, 2.2816, -5.7961], [5.1969, 3.3790, 5.7872], [4.6038, 4.6478, 6.9143], [5.1161, 5.9486, 6.4163], [5.6417, 4.1630, 8.3000], [4.7020, 3.5217, 4.8287], [6.2756, 3.4734, 5.6602], [4.9458, 2.3954, 6.1832], [6.6906, 4.2063, 8.0063], [5.3753, 3.1549, 8.6185], [5.4602, 4.8617, 9.1136], [9.5964, -1.7025, 6.7874], [8.4564, -3.0766, 6.5624], [9.2798, -4.2997, 6.3818], [7.8805, -2.5764, 4.9376], [10.1041, -1.8404, 7.7396], [10.3276, -1.6958, 5.9789], [9.0373, -0.7668, 6.8037], [8.7268, -2.5112, 4.2526], [7.3724, -1.6156, 5.0099], [7.1780, -3.3257, 4.5825], [-4.3033, 8.0420, -11.0599], [-3.2745, 7.9469, -9.5899], [-2.8158, 6.5354, -9.4705], [-4.6080, 8.1664, -8.4062], [-3.6645, 7.8839, -11.9259], [-5.0701, 7.2682, -11.0222], [-4.7600, 9.0298, -11.1187], [-5.3544, 7.3838, -8.5437], [-5.0563, 9.1502, -8.5436], [-4.1833, 8.0964, -7.4070]],
  "charge": 0,
  "e_lumo_ha": -0.00010,
  "de_lowest_kj_mol": 0.00,
  "gap_ev": 8.14
}

=====

[5]
{
  "formula": "C22H34N6O2S",
  "method": "ωB97M-V/def2-TZVPD",
  "elements": ["C", "H", "H", "C", "H", "H", "C", "N", "C", "H", "C", "C", "N", "C", "O", "C", "C", "C", "H", "C", "N", "C", "N", "N", "C", "N", "C", "C", "C", "O", "H", "C", "H", "H", "H", "S", "C", "H", "H", "H", "H", "H", "H", "H", "H", "H", "H", "H", "H", "H", "H", "C", "C", "C", "C", "H", "H", "H", "H", "H", "H", "H", "H", "H", "H"],
  "coordinates": [[-1.0296, 3.0709, -0.9329], [-1.3675, 3.3293, -1.9657], [-1.2950, 3.9523, -0.4237], [0.3031, 2.5767, -0.8145], [0.9991, 3.4954, -1.1249], [0.5257, 1.7314, -1.4343], [0.8465, 2.1459, 0.7397], [1.6440, 1.1931, 0.6461], [1.3459, -0.1065, 0.0848], [1.7705, -0.2986, -0.7794], [1.8630, -1.4178, 0.9364], [1.0836, -1.1933, 2.2640], [-0.3076, -1.6725, 2.4585], [-1.3980, -1.2603, 2.2818], [-1.5282, 0.1390, 2.2685], [-2.5148, -2.1036, 2.3554], [-3.9000, -1.1779, 2.7092], [-4.6251, -1.0119, 1.3184], [-5.5351, -0.2515, 1.3247], [-3.6709, -0.7697, 0.1221], [-2.8627, -1.7046, -0.1677], [-1.6598, -1.7717, -1.0149], [-0.8174, -2.5785, -1.1198], [0.1574, -2.2289, -2.0185], [-0.4643, -0.9480, -2.9893], [0.3179, -0.5267, -3.6823], [1.5584, -1.0024, -3.8655], [1.9081, -2.3310, -3.4571], [1.3579, -2.8256, -2.2122], [1.5355, -3.7901, -1.4827], [2.8562, -2.7564, -3.6834], [2.2786, -0.3918, -5.1813], [1.7173, -0.5882, -6.0445], [3.2818, -0.9159, -5.2056], [2.5509, 0.5986, -4.8624], [-1.8360, -0.4934, -2.2647], [-2.8648, -2.6814, 0.8681], [-3.4676, -3.6106, 1.0335], [-1.8403, -3.4156, 0.7010], [-4.1740, -0.5818, -0.9149], [-3.1537, 0.1421, 0.5437], [-5.0474, -2.0407, 0.9984], [-4.4558, -1.6716, 3.2883], [-3.5382, -0.1728, 3.0400], [-2.4917, -2.7752, 2.9583], [-0.3807, -2.8697, 2.3724], [0.8934, -0.1798, 2.8448], [1.5685, -1.7262, 3.4038], [1.5734, -2.2699, 0.5133], [3.0176, -1.2124, 1.2162], [0.2210, -0.2425, 0.0342], [2.9647, 1.5776, 0.3027], [3.2323, 2.6747, 1.2524], [2.4477, 3.8256, 1.3199], [1.0244, 3.2457, 1.6541], [0.3789, 3.8966, 1.4346], [1.0104, 3.0766, 2.5335], [2.5531, 4.2884, 0.1639], [2.6757, 4.5641, 1.8370], [4.4975, 2.8325, 1.1973], [3.3927, 2.4318, 2.3292], [3.0685, 1.8390, -0.6315], [3.6394, 0.7663, 0.4401], [-0.0607, 1.6997, 1.0269], [-1.7734, 2.4733, -0.5433]],
  "charge": 0,
  "e_lumo_ha": -0.01508,
  "de_lowest_kj_mol": 2085.15,
  "gap_ev": 6.96
}

=====

[6]
{
  "formula": "C6H10O2",
  "method": "ωB97M-V/def2-TZVPD",
  "elements": ["C", "C", "C", "C", "C", "C", "O", "O", "H", "H", "H", "H", "H", "H", "H", "H", "H", "H"],
  "coordinates": [[0.4645, -1.0286, 1.8760], [-0.0706, 2.4152, -0.8668], [0.5910, -0.9741, -1.6874], [-0.5061, -0.6264, 0.7829], [-0.2467, 1.0800, -0.2530], [0.0518, -0.1967, -0.5476], [-1.6130, -1.4258, 0.7051], [-0.8322, 0.8951, 0.9809], [-2.0228, -1.4942, 1.5770], [-0.0277, -0.9902, 2.8472], [1.3112, -0.3490, 1.8867], [0.8045, -2.0458, 1.6857], [0.4298, 2.3223, -1.8275], [0.5218, 3.0500, -0.2078], [-1.0402, 2.8923, -1.0072], [1.4882, -1.5240, -1.3970], [-0.1462, -1.6962, -2.0405], [0.8428, -0.3038, -2.5067]],
  "charge": 0,
  "e_lumo_ha": 0.03273,
  "de_lowest_kj_mol": 126.38,
  "gap_ev": 8.94
}

=====

[7]
{
  "formula": "C4H8N4",
  "method": "ωB97M-V/def2-TZVPD",
  "elements": ["C", "C", "C", "C", "N", "N", "N", "N", "H", "H", "H", "H", "H", "H", "H", "H"],
  "coordinates": [[-0.6819, 2.0135, 0.0532], [-1.6293, 1.0688, 0.2418], [0.4566, 0.1530, 0.1564], [-1.4549, -1.5748, -0.0088], [0.5585, 1.4496, 0.0222], [-1.0618, -0.2034, 0.2760], [2.8561, -0.3128, -0.0226], [1.4883, -0.7081, 0.2145], [-0.7618, 3.0259, 0.1999], [-2.7003, 1.4626, 0.3426], [-2.5932, -1.5750, -0.0488], [-0.9427, -1.7521, -1.0892], [-0.9375, -2.1914, 0.6565], [2.9947, -0.0249, -1.0647], [3.1487, 0.5761, 0.5202], [1.2606, -1.4070, -0.4492]],
  "charge": 0,
  "e_lumo_ha": 0.02863,
  "de_lowest_kj_mol": 304.72,
  "gap_ev": 8.46
}

=====

[8]
{
  "formula": "C22H40BrClN3O3",
  "method": "ωB97M-V/def2-TZVPD",
  "elements": ["C", "O", "C", "O", "C", "C", "C", "N", "C", "C", "O", "Br", "C", "C", "C", "Cl", "H", "H", "H", "H", "H", "H", "H", "H", "H", "H", "C", "C", "N", "C", "C", "C", "C", "H", "H", "H", "H", "H", "H", "H", "H", "H", "H", "H", "H", "H", "H", "H", "C", "C", "N", "C", "C", "C", "C", "H", "H", "H", "H", "H", "H", "H", "H", "H", "H", "H", "H", "H", "H", "H"],
  "coordinates": [[-3.5564, 3.5797, -3.2879], [-2.3017, 4.2008, -3.7448], [-1.3742, 3.1649, -4.3081], [-0.5466, 3.4232, -5.3378], [-1.4092, 1.7002, -3.5275], [-1.9749, 0.3054, -4.2022], [-1.9661, -1.0358, -3.2590], [-1.4650, -1.0194, -1.7994], [-1.5797, -2.3567, -1.0676], [-3.2209, -2.6433, -0.9417], [-3.9123, -1.8172, -0.1478], [-4.1597, -4.1054, -1.9495], [-0.9363, 0.2667, -1.1301], [-0.4364, 0.2941, 0.4657], [-0.8643, 1.7090, -1.9525], [-0.2663, 3.3162, -1.2383], [-4.3409, 4.4692, -3.1534], [-3.4794, 3.0693, -2.2243], [-4.0389, 2.8650, -4.0996], [-2.3946, 0.2640, -5.3095], [-2.3817, -2.0575, -3.7051], [-1.0597, -3.1547, -1.7771], [-1.0277, -2.3859, -0.0363], [-0.3004, 1.3978, 0.8572], [-1.3689, -0.1397, 1.0721], [0.5289, -0.3531, 0.6413], [-0.0887, -0.9753, 6.0659], [-1.0738, -1.2793, 4.9402], [-1.4374, -2.6950, 4.8287], [-2.1674, -3.0078, 3.5962], [-3.5454, -2.3802, 3.4117], [-1.9668, -3.3262, 6.0398], [-3.2215, -2.7212, 6.6601], [0.8271, -1.5661, 5.9637], [0.1906, 0.0840, 6.0382], [-0.5214, -1.1683, 7.0528], [-0.5899, -0.9657, 4.0059], [-1.9556, -0.6440, 5.0644], [-2.2619, -4.0990, 3.4953], [-1.5439, -2.7050, 2.7467], [-4.3010, -2.8768, 4.0253], [-3.8643, -2.4893, 2.3688], [-3.5539, -1.3112, 3.6426], [-1.1772, -3.3263, 6.8008], [-2.1483, -4.3913, 5.8474], [-3.1929, -1.6297, 6.6927], [-3.3276, -3.0739, 7.6928], [-4.1225, -3.0317, 6.1273], [2.8997, 1.5340, -0.5572], [4.2591, 1.6421, -1.2430], [4.3684, 0.8657, -2.4816], [5.7431, 0.7687, -2.9823], [6.4239, 2.0569, -3.4336], [3.3534, 1.1292, -3.5043], [3.2351, 2.5556, -4.0299], [2.6442, 0.4917, -0.3419], [2.9200, 2.0778, 0.3940], [2.0993, 1.9728, -1.1617], [5.0029, 1.2688, -0.5270], [4.4862, 2.6995, -1.4074], [5.7798, 0.0437, -3.8086], [6.3601, 0.3208, -2.1943], [6.0565, 2.3882, -4.4079], [7.5009, 1.8863, -3.5438], [6.2972, 2.8723, -2.7158], [2.3767, 0.8320, -3.1040], [3.5071, 0.4527, -4.3547], [3.2842, 3.3043, -3.2359], [2.2705, 2.6820, -4.5357], [4.0087, 2.7770, -4.7678]],
  "charge": 1,
  "e_lumo_ha": -0.20791,
  "de_lowest_kj_mol": 794.71,
  "gap_ev": 4.47
}